{"formula": "C5H36NO15", "method": "ωB97M-V with the def2-TZVPD basis set", "lumo_energy_ev": 2.306, "charge": -1, "multiplicity": 1, "symbols": ["C", "C", "C", "C", "N", "C", "O", "O", "H", "H", "H", "H", "H", "H", "H", "H", "H", "H", "H", "H", "O", "H", "H", "O", "H", "H", "O", "H", "H", "O", "H", "H", "O", "H", "H", "O", "H", "H", "O", "H", "H", "O", "H", "H", "O", "H", "H", "O", "H", "H", "O", "H", "H", "O", "H", "H", "O"], "xyz": [[0.99193, 1.48248, 2.48719], [0.04967, 2.48589, 1.67093], [0.74580, 3.73121, 1.18727], [-1.08424, 2.82969, 2.63012], [0.31543, 0.23011, 2.81098], [0.17484, -0.84970, 1.88279], [1.16987, -1.02420, 1.16804], [-1.02721, -1.28117, 1.88405], [1.43499, 1.90194, 3.41331], [1.79501, 1.39208, 1.73783], [-0.27381, 1.96107, 0.74141], [0.41784, 4.04452, 0.17627], [1.80820, 3.69734, 1.04858], [0.65330, 4.61303, 1.83272], [-1.61842, 3.78500, 2.53102], [-0.97711, 3.00684, 3.71851], [-1.80958, 2.01199, 2.66117], [-0.44386, 0.43656, 3.45458], [-2.36042, -2.31019, 1.31798], [-2.87729, -2.92599, 2.53270], [-3.18909, -2.72120, 1.64256], [4.92458, 0.71399, -0.31457], [3.78295, 0.21426, -1.31130], [4.34699, -0.00538, -0.57149], [2.33664, -2.70888, -1.43583], [2.42725, -3.62142, -2.63622], [2.75860, -3.54786, -1.73222], [0.47076, -4.02870, -0.34048], [-0.96923, -4.70764, 0.04604], [-0.51083, -3.99591, -0.40141], [-1.00502, -3.56476, -2.53117], [-0.06949, -2.38002, -2.94004], [-0.50661, -3.18269, -3.26164], [-2.97920, -0.27207, -2.31683], [-3.71286, 0.93476, -2.78540], [-2.81902, 0.57674, -2.79311], [-3.58103, -3.04693, -0.51355], [-2.84988, -2.05544, -1.32648], [-3.60637, -2.62893, -1.38501], [3.13410, 2.17256, -2.20912], [1.74505, 2.03004, -2.99538], [2.51531, 2.59327, -2.80891], [2.96863, -0.33963, 3.17600], [3.07773, -1.59207, 2.39717], [3.53862, -1.13277, 3.14486], [-2.28622, 0.48759, -0.28021], [-1.63987, -0.82003, 0.23082], [-2.00490, -0.38304, -0.57555], [0.64749, -0.81811, -1.26650], [1.05604, -1.92003, -0.35541], [0.86550, -1.76486, -1.32653], [0.18470, 1.13497, -1.10521], [-0.68004, 0.77465, -2.34994], [0.20916, 0.70037, -1.97454], [-2.51778, 2.95424, -2.15684], [-1.27145, 3.07872, -1.51787], [-1.87612, 3.65371, -2.00617]]}

---

{"formula": "CHCl3", "method": "ωB97M-V with the def2-TZVPD basis set", "lumo_energy_ev": 0.738, "charge": 0, "multiplicity": 1, "symbols": ["C", "Cl", "Cl", "Cl", "H"], "xyz": [[0.06899, -0.12720, -0.07117], [0.19164, -1.12549, 1.36128], [0.47838, 1.50466, 0.26397], [-1.56818, 0.12416, -0.74245], [0.82916, -0.37611, -0.81163]]}

---

{"formula": "C9H14N2S", "method": "ωB97M-V with the def2-TZVPD basis set", "lumo_energy_ev": 0.042, "charge": 0, "multiplicity": 1, "symbols": ["C", "C", "C", "C", "C", "C", "C", "C", "C", "N", "N", "S", "H", "H", "H", "H", "H", "H", "H", "H", "H", "H", "H", "H", "H", "H"], "xyz": [[0.43287, 0.10262, -0.05130], [0.04614, 1.24347, 0.42044], [2.73875, 0.37502, -0.47293], [1.62881, 3.05745, 1.08110], [-3.16079, 0.76983, -1.91452], [-4.13911, -0.73303, 0.01984], [-4.54273, -0.85872, 1.47948], [4.30710, -1.44728, 0.26335], [4.17078, -0.04579, -0.24572], [1.68988, -0.30634, -0.11732], [0.92423, 2.14175, 0.90557], [-3.60569, 0.75675, -0.37237], [-0.30426, -0.47794, -0.52724], [-0.98287, 1.59161, 0.21339], [-2.92961, -0.15876, -2.38003], [-2.88252, 1.61220, -2.45674], [-4.40613, -1.33005, -0.82859], [-4.02373, -0.00071, 1.97004], [-4.17196, -1.77023, 2.06657], [-5.58833, -0.74709, 1.87445], [3.62403, -2.13613, -0.43471], [3.98388, -1.57806, 1.29159], [5.32287, -2.03620, 0.11894], [4.61921, 0.09401, -1.24590], [4.70688, 0.64250, 0.44497], [2.54229, 1.23916, -1.10236]]}

---

{"formula": "C13H26BrIN3O5", "method": "ωB97M-V with the def2-TZVPD basis set", "lumo_energy_ev": -4.874, "charge": 1, "multiplicity": 1, "symbols": ["C", "C", "C", "Br", "N", "C", "C", "O", "C", "C", "O", "C", "N", "I", "N", "C", "H", "H", "H", "H", "H", "H", "H", "H", "H", "H", "H", "H", "H", "H", "H", "H", "H", "H", "C", "C", "O", "C", "O", "O", "C", "H", "H", "H", "H", "H", "H", "H", "H"], "xyz": [[0.11198, 3.73819, -4.46754], [-0.21049, 2.42151, -3.61697], [0.24250, 2.57809, -2.07132], [2.18956, 2.25510, -1.88771], [-0.63016, 1.85329, -1.11630], [-0.21689, 0.45798, -0.81387], [-0.24851, -0.53304, -2.07810], [1.03912, -0.75585, -2.68462], [1.74945, -1.78097, -2.04279], [2.87552, -2.49905, -2.93316], [1.60374, -2.13006, -0.86611], [-0.90157, 2.62801, 0.08426], [-2.08827, 3.50145, 0.01386], [-1.56589, 5.48571, -0.16088], [-0.17068, 2.53907, 1.19227], [-0.45483, 3.29147, 2.45082], [1.05295, 3.59682, -5.08096], [0.12755, 4.68623, -3.82797], [-0.75817, 3.89013, -5.19660], [0.20585, 1.48811, -4.10269], [-1.35322, 2.33237, -3.57851], [0.09202, 3.69506, -1.85495], [0.75722, 0.36990, -0.21141], [-1.01760, 0.03811, -0.10300], [-0.67177, -1.55129, -1.76737], [-1.00935, -0.09359, -2.81277], [3.64777, -1.71007, -3.22499], [3.34941, -3.37484, -2.40512], [2.36283, -2.80010, -3.91343], [-2.71115, 3.32679, 0.81292], [0.64084, 1.89719, 1.23066], [0.27841, 4.13888, 2.61418], [-0.39703, 2.53447, 3.30535], [-1.49462, 3.73540, 2.49444], [1.91951, -3.33166, 3.16364], [0.93457, -3.22918, 2.01443], [-0.29044, -3.90437, 2.32852], [-1.12893, -3.23268, 3.12854], [-0.94745, -2.12882, 3.58380], [-2.19748, -4.00962, 3.35493], [-3.13746, -3.44903, 4.27085], [2.06669, -4.37534, 3.45109], [2.88290, -2.90012, 2.88550], [1.55048, -2.80724, 4.04786], [1.34969, -3.72554, 1.13640], [0.74416, -2.18988, 1.73681], [-3.43253, -2.44182, 3.97114], [-2.71640, -3.44216, 5.27796], [-4.02384, -4.08302, 4.26892]]}

---

{"formula": "C6H22O7", "method": "ωB97M-V with the def2-TZVPD basis set", "smiles": "C=CCCCC=O.O.O.O.O.O.O", "lumo_energy_ev": 0.289, "charge": 0, "multiplicity": 1, "symbols": ["C", "C", "C", "C", "C", "C", "O", "H", "H", "H", "H", "H", "H", "H", "H", "H", "H", "O", "H", "H", "O", "H", "H", "O", "H", "H", "O", "H", "H", "O", "H", "H", "O", "H", "H"], "xyz": [[-1.05740, 2.67589, -0.78012], [0.14493, 2.57119, -0.31223], [1.34111, 2.00999, -0.92785], [1.48978, 0.57201, -0.52883], [1.90315, 0.34776, 0.86616], [2.89175, -0.71695, 1.02321], [3.10475, -1.57880, 0.20720], [-1.28864, 2.19756, -1.67303], [-1.92799, 3.12365, -0.31341], [0.47023, 2.82075, 0.69389], [2.24610, 2.61074, -0.66092], [1.31918, 1.99939, -2.03250], [0.66867, -0.03495, -0.94944], [2.28897, 0.03035, -1.22080], [0.84895, 0.36946, 1.53183], [2.15858, 1.34767, 1.36301], [3.45799, -0.73667, 2.05661], [-1.22561, -0.90998, -3.06312], [-1.63711, -1.80331, -3.03489], [-1.51541, -0.38651, -2.32031], [-2.53836, 2.60392, 2.26213], [-2.41232, 1.78352, 1.74012], [-2.58957, 3.22133, 1.67514], [-0.40897, -3.15119, 1.65286], [-1.34656, -3.37933, 1.53153], [-0.06724, -3.48986, 0.81761], [-1.22774, -0.57799, 1.93872], [-1.78036, -0.96263, 2.67629], [-0.76951, -1.38794, 1.65371], [-2.14394, -1.28035, -0.63406], [-2.09660, -0.64525, -0.00695], [-1.17962, -1.40257, -0.62756], [0.75233, -2.61766, -1.26322], [0.52265, -2.17430, -2.01061], [1.60381, -3.04896, -1.33017]]}

---

{"formula": "C5H9N", "method": "ωB97M-V with the def2-TZVPD basis set", "smiles": "CCC#CCN", "lumo_energy_ev": 1.045, "charge": 0, "multiplicity": 1, "symbols": ["C", "C", "C", "C", "C", "N", "H", "H", "H", "H", "H", "H", "H", "H", "H"], "xyz": [[-2.81052, 0.62941, 0.14471], [-1.83407, -0.49499, -0.23374], [-0.39458, -0.18871, -0.13076], [0.80305, -0.24005, -0.00898], [2.19476, -0.40571, 0.26878], [3.00548, 0.67295, -0.22963], [-2.61336, 1.34378, -0.76423], [-2.63752, 1.07057, 1.16871], [-3.80565, 0.33552, 0.23223], [-1.86237, -1.53408, 0.32695], [-1.75571, -0.66470, -1.38927], [2.40612, -0.72321, 1.32773], [2.21482, -1.40717, -0.23987], [3.65680, 0.37353, -0.93316], [3.43275, 1.23286, 0.46053]]}

---

{"formula": "C4H4LiO5Rb", "method": "ωB97M-V with the def2-TZVPD basis set", "lumo_energy_ev": -0.766, "charge": 0, "multiplicity": 1, "symbols": ["O", "C", "C", "O", "O", "C", "H", "H", "H", "H", "C", "O", "O", "Li", "Rb"], "xyz": [[0.97230, 1.18735, 1.06353], [1.94629, 1.11490, 1.95907], [1.45412, 1.19027, -0.31703], [-2.10487, -2.55805, 0.57549], [3.08465, 1.07965, 1.33406], [2.95819, 1.14044, -0.11946], [1.09253, 2.10693, -0.79249], [1.03658, 0.31185, -0.81873], [3.48314, 2.03637, -0.46413], [3.43036, 0.24260, -0.52976], [-3.13048, -2.38381, -0.15466], [-3.76380, -1.23372, -0.06095], [-3.59789, -3.24544, -0.96839], [-0.95374, 0.76300, 1.28120], [-5.90739, -1.75235, -1.98775]]}

---

{"formula": "C31H40N2O2P", "method": "ωB97M-V with the def2-TZVPD basis set", "lumo_energy_ev": -4.557, "charge": 1, "multiplicity": 1, "symbols": ["C", "O", "C", "C", "C", "C", "C", "C", "C", "C", "C", "C", "C", "O", "C", "C", "C", "C", "C", "H", "H", "H", "H", "H", "H", "H", "H", "H", "H", "H", "H", "H", "H", "H", "H", "H", "C", "C", "C", "C", "N", "P", "H", "N", "C", "C", "C", "C", "C", "C", "C", "C", "C", "C", "H", "H", "H", "H", "H", "H", "H", "H", "H", "H", "H", "H", "H", "H", "H", "H", "H", "H", "H", "H", "H", "H"], "xyz": [[-2.88349, -0.56119, 8.09270], [-3.45354, 0.21047, 7.01404], [-2.69260, 0.43869, 5.91327], [-3.25430, 1.20129, 4.86343], [-2.52454, 1.48438, 3.73751], [-1.22013, 0.97628, 3.55067], [-0.48718, 1.23278, 2.34353], [0.63523, 0.55854, 2.02737], [1.52520, 0.90064, 0.89730], [2.96514, 0.62613, 1.10803], [3.96514, 1.48733, 0.64554], [5.30718, 1.11622, 0.70319], [5.67669, -0.15149, 1.21884], [7.00362, -0.46217, 1.22620], [7.37976, -1.78967, 1.61886], [4.66086, -1.01128, 1.71477], [3.32732, -0.60703, 1.63478], [-0.69096, 0.17893, 4.57882], [-1.39477, -0.10195, 5.73085], [-3.67844, -0.57080, 8.83500], [-2.63341, -1.58794, 7.78410], [-1.98324, -0.07002, 8.49268], [-4.25083, 1.61178, 5.01804], [-2.95162, 2.09955, 2.94953], [-0.88485, 2.01463, 1.68591], [0.90322, -0.40754, 2.45528], [1.42652, 1.97722, 0.61148], [3.70873, 2.46470, 0.23079], [6.10426, 1.81744, 0.42805], [8.44573, -1.81729, 1.39593], [7.20103, -1.97267, 2.69265], [6.83738, -2.53978, 1.02046], [4.93480, -1.93517, 2.21427], [2.59457, -1.31127, 2.02329], [0.32742, -0.18517, 4.47086], [-0.93633, -0.68763, 6.52130], [-3.19580, -0.60484, 0.13636], [-2.71903, -1.36411, -1.08202], [-1.96571, -2.59516, -0.63021], [-3.90111, -1.80473, -1.95298], [-1.80059, -0.49878, -1.82531], [-0.37858, -1.19866, -2.48291], [1.22658, 0.24224, 0.15728], [-0.02853, 0.17064, -3.43257], [0.99759, 0.02844, -4.45422], [0.37274, -0.19275, -5.83528], [1.86730, -1.16130, -4.11486], [1.84841, 1.27639, -4.43506], [-1.17998, 0.98363, -3.53063], [-2.19396, 0.59934, -2.61712], [-3.41443, 1.25106, -2.60934], [-3.63757, 2.27505, -3.54236], [-2.63649, 2.65260, -4.43820], [-1.38775, 2.01468, -4.42529], [-3.75886, 0.29415, -0.12464], [-3.84727, -1.26939, 0.70329], [-2.34318, -0.33982, 0.77065], [-1.57634, -3.18592, -1.46038], [-1.13587, -2.33624, 0.01979], [-2.64283, -3.21114, -0.05277], [-3.57879, -2.28708, -2.88871], [-4.48464, -2.52953, -1.37367], [-4.58217, -0.98169, -2.20226], [-0.15563, 0.69212, -6.20936], [1.19098, -0.38827, -6.53570], [-0.31888, -1.04910, -5.85284], [2.35104, -1.03393, -3.15196], [1.31684, -2.10247, -4.09904], [2.64965, -1.22801, -4.85799], [2.33835, 1.37831, -3.46097], [2.61859, 1.15347, -5.19321], [1.27848, 2.17782, -4.66646], [-4.17845, 0.98061, -1.88826], [-4.61330, 2.77451, -3.55185], [-2.81363, 3.45464, -5.16265], [-0.59674, 2.33631, -5.09561]]}

---

{"formula": "C46H45N4O12P2RuS3", "method": "ωB97M-V with the def2-TZVPD basis set", "s_squared": 8.778, "lumo_energy_ev": [0.469, -0.751], "charge": 0, "multiplicity": 6, "symbols": ["Ru", "O", "C", "O", "C", "C", "C", "C", "C", "O", "C", "C", "O", "O", "H", "H", "H", "H", "H", "H", "H", "H", "C", "C", "O", "P", "O", "O", "O", "P", "O", "O", "O", "H", "H", "H", "H", "H", "H", "H", "N", "S", "N", "S", "N", "S", "N", "C", "C", "C", "C", "C", "C", "C", "C", "C", "C", "C", "C", "C", "C", "C", "C", "C", "C", "C", "C", "C", "C", "C", "C", "C", "C", "C", "C", "C", "C", "C", "C", "C", "C", "C", "C", "H", "H", "H", "H", "H", "H", "H", "H", "H", "H", "H", "H", "H", "H", "H", "H", "H", "H", "H", "H", "H", "H", "H", "H", "H", "H", "H", "H", "H", "H"], "xyz": [[0.67761, 0.69753, 0.26865], [1.03844, 3.38727, 3.15564], [1.12606, 2.07257, 3.17009], [1.93493, 1.44647, 2.50935], [0.14953, 1.43674, 4.13020], [0.75531, 0.10928, 4.62708], [-0.11603, -0.47463, 5.75521], [-1.25844, -1.13868, 4.94541], [-0.93107, -0.62729, 3.54157], [0.49669, -0.74798, 3.51821], [-1.18557, 0.90397, 3.52521], [-1.69069, 1.47814, 2.20335], [-2.70313, 2.14905, 2.21378], [-1.06602, 1.18624, 1.09476], [-0.04584, 2.15923, 4.92164], [1.82291, 0.15181, 4.83175], [-0.47297, 0.30262, 6.43148], [0.44394, -1.20112, 6.34082], [-2.25377, -0.85043, 5.28027], [-1.18372, -2.22493, 4.97394], [-1.36570, -1.17092, 2.70847], [-1.98467, 1.14247, 4.22484], [0.30509, -3.70043, -2.56953], [0.50634, -2.39037, -1.81941], [1.89329, -2.19124, -1.64347], [-0.27546, -2.46201, -0.16916], [0.11627, -3.81912, 0.55749], [-1.80808, -2.58190, -0.38251], [0.19870, -1.32017, 0.68776], [-0.37727, -0.99628, -2.66577], [0.17879, -0.97449, -4.17283], [-1.82892, -1.39047, -2.66801], [0.05975, 0.27128, -1.99016], [0.75177, -4.52417, -2.01340], [0.79756, -3.62463, -3.53911], [-0.75336, -3.90597, -2.72207], [2.07039, -1.30851, -1.25166], [0.83167, -3.66961, 1.18874], [-2.05376, -2.12751, -1.26872], [-0.45667, -1.39940, -4.76056], [2.47305, 0.16105, -0.12989], [3.82506, 0.84610, -0.00769], [4.06164, 2.35070, 0.13582], [3.12572, 3.38812, 1.47802], [1.90606, 4.21701, 2.35923], [0.27496, 3.85101, -0.52173], [0.95554, 2.46647, -0.25739], [0.67722, 4.19808, -2.22878], [1.21074, 3.21026, -3.03611], [1.49737, 3.52736, -4.35868], [1.25497, 4.80406, -4.84290], [0.73113, 5.78535, -4.00753], [0.44205, 5.48704, -2.68689], [-1.49386, 3.71300, -0.63941], [-2.08752, 2.80655, -1.50920], [-3.46512, 2.78796, -1.59680], [-4.22618, 3.66814, -0.83145], [-3.61920, 4.55564, 0.03900], [-2.23421, 4.57985, 0.14423], [3.54276, 4.91407, 0.63151], [3.60516, 4.94829, -0.75140], [3.84367, 6.15962, -1.38778], [4.02982, 7.31535, -0.64672], [3.97817, 7.26440, 0.74098], [3.73102, 6.06528, 1.38719], [4.46264, 3.25503, 2.68811], [5.78795, 3.13172, 2.29639], [6.77593, 3.06576, 3.26535], [6.44347, 3.10808, 4.61239], [5.11673, 3.23421, 4.99278], [4.11983, 3.31867, 4.03002], [4.69495, -0.07543, 1.26412], [3.95821, -0.76549, 2.21421], [4.62631, -1.36991, 3.27111], [6.00791, -1.29097, 3.36261], [6.73551, -0.61388, 2.39174], [6.07942, 0.00215, 1.33981], [4.76913, 0.41482, -1.46279], [4.85777, -0.92602, -1.81106], [5.53245, -1.27408, -2.96913], [6.11500, -0.29018, -3.75794], [6.02718, 1.04447, -3.39182], [5.34837, 1.40698, -2.23581], [1.38533, 2.21607, -2.64166], [1.90164, 2.76346, -5.00974], [1.47800, 5.04100, -5.87480], [0.54937, 6.78241, -4.38673], [0.04502, 6.24221, -2.01960], [-1.47914, 2.11180, -2.07753], [-3.95068, 2.07967, -2.25440], [-5.30520, 3.64652, -0.90825], [-4.21799, 5.22209, 0.64462], [-1.73438, 5.24959, 0.83327], [3.45421, 4.04132, -1.31668], [3.87758, 6.19089, -2.46926], [4.21432, 8.25710, -1.14699], [4.12981, 8.16233, 1.32520], [3.68007, 6.02206, 2.46521], [6.03323, 3.09839, 1.24566], [7.81168, 2.97652, 2.96412], [7.22010, 3.05304, 5.36419], [4.85163, 3.28101, 6.04089], [3.08828, 3.45360, 4.31873], [2.88252, -0.82346, 2.12103], [4.06281, -1.90973, 4.02161], [6.52296, -1.76615, 4.18717], [7.81434, -0.56158, 2.45966], [6.63690, 0.53411, 0.57825], [4.39786, -1.68538, -1.19216], [5.59571, -2.31408, -3.25929], [6.63735, -0.56703, -4.66422], [6.48911, 1.80747, -4.00455], [5.26145, 2.43825, -1.92525]]}